1.
{"formula": "C17H33BrGeNPtSe2", "method": "wB97M-V/def2-TZVPD", "species": ["Pt", "C", "Se", "C", "C", "Se", "C", "H", "H", "H", "H", "H", "H", "H", "H", "H", "H", "C", "C", "C", "C", "Ge", "C", "C", "C", "C", "H", "H", "H", "H", "H", "H", "H", "H", "H", "H", "H", "H", "H", "H", "H", "H", "H", "H", "H", "Br", "C", "C", "C", "C", "C", "N", "H", "H", "H", "H"], "positions_angstrom": [[-0.805, -0.521, 1.612], [2.627, -1.266, 2.818], [0.844, -1.915, 3.204], [0.334, -0.766, 4.715], [0.538, 0.716, 4.498], [-0.371, 1.485, 2.917], [1.070, 2.688, 2.432], [3.303, -1.624, 3.594], [2.658, -0.181, 2.768], [2.927, -1.696, 1.865], [0.928, -1.088, 5.572], [-0.705, -1.022, 4.923], [1.591, 0.975, 4.402], [0.137, 1.258, 5.355], [1.231, 3.343, 3.287], [0.752, 3.297, 1.590], [1.986, 2.148, 2.207], [2.038, 3.672, -1.396], [1.898, 2.566, -2.433], [2.417, 1.198, -2.001], [1.935, 0.637, -0.697], [-0.105, 0.369, -0.598], [-0.469, -0.994, -2.072], [-0.313, -0.548, -3.512], [-1.534, 0.130, -4.121], [-1.669, 1.605, -3.763], [1.712, 4.623, -1.811], [3.079, 3.798, -1.088], [1.434, 3.471, -0.508], [2.415, 2.853, -3.348], [0.838, 2.471, -2.705], [3.517, 1.281, -1.870], [2.300, 0.467, -2.808], [2.145, 1.303, 0.147], [2.352, -0.355, -0.515], [-0.863, 1.702, -0.708], [-1.499, -1.311, -1.867], [0.230, -1.796, -1.825], [-0.101, -1.473, -4.071], [0.575, 0.078, -3.661], [-2.444, -0.411, -3.848], [-1.454, 0.044, -5.208], [-1.805, 1.728, -2.682], [-2.526, 2.045, -4.268], [-0.784, 2.174, -4.057], [-3.346, -0.838, 2.900], [-3.072, -2.271, 1.673], [-4.003, -3.274, 1.533], [-3.708, -4.308, 0.652], [-2.497, -4.295, -0.028], [-1.620, -3.249, 0.179], [-1.910, -2.232, 1.007], [-4.921, -3.255, 2.103], [-4.408, -5.122, 0.519], [-2.230, -5.092, -0.708], [-0.652, -3.222, -0.295]], "multiplicity": 3, "charge": 3, "s_squared": 2.021, "homo_lumo_gap_ev": [7.46, 5.08], "energy_ev": -280122.5093, "e_lumo_ev": [-10.59, -13.60]}



2.
{"formula": "C17H33Cl27INO2", "method": "wB97M-V/def2-TZVPD", "species": ["C", "C", "I", "C", "N", "Cl", "C", "O", "O", "H", "H", "H", "H", "H", "H", "H", "C", "Cl", "Cl", "H", "H", "C", "Cl", "Cl", "H", "H", "C", "Cl", "Cl", "H", "H", "C", "Cl", "Cl", "H", "H", "C", "Cl", "Cl", "H", "H", "C", "Cl", "Cl", "H", "H", "C", "Cl", "Cl", "H", "H", "C", "Cl", "Cl", "H", "H", "C", "Cl", "Cl", "H", "H", "C", "Cl", "Cl", "H", "H", "C", "Cl", "Cl", "H", "H", "C", "Cl", "Cl", "H", "H", "C", "Cl", "Cl", "H", "H"], "positions_angstrom": [[0.025, 0.617, 1.332], [1.448, 0.136, 1.676], [1.672, -1.819, 0.821], [2.423, 1.185, 1.085], [3.634, 0.622, 0.441], [4.963, 1.717, 0.791], [3.506, 0.673, -1.017], [3.242, 1.697, -1.655], [3.744, -0.507, -1.659], [-0.734, -0.076, 1.681], [-0.122, 1.613, 1.758], [-0.025, 0.734, 0.226], [1.533, 0.041, 2.753], [1.865, 1.822, 0.405], [2.744, 1.808, 1.915], [3.010, -1.114, -1.465], [5.437, -2.243, -4.176], [5.365, -3.809, -3.356], [7.000, -1.974, -4.957], [4.661, -2.211, -4.929], [5.280, -1.462, -3.440], [8.297, 1.740, -4.316], [6.792, 1.485, -3.430], [9.717, 1.442, -3.306], [8.320, 1.058, -5.158], [8.326, 2.767, -4.661], [-0.598, -2.757, 4.476], [0.980, -2.028, 4.814], [-1.826, -1.535, 4.125], [-0.498, -3.412, 3.620], [-0.914, -3.324, 5.344], [0.749, -3.175, -3.599], [0.633, -2.013, -2.267], [2.441, -3.629, -3.855], [0.176, -4.061, -3.349], [0.349, -2.712, -4.502], [-0.265, 2.636, -2.743], [-0.673, 1.178, -3.647], [-0.397, 2.387, -0.987], [0.756, 2.919, -2.971], [-0.951, 3.421, -3.035], [-1.405, -3.667, -6.985], [-1.560, -2.521, -5.645], [0.271, -4.173, -7.216], [-2.006, -4.541, -6.762], [-1.756, -3.189, -7.891], [-5.852, -0.840, 3.768], [-4.403, -0.322, 2.903], [-5.639, -2.421, 4.530], [-6.077, -0.111, 4.537], [-6.671, -0.903, 3.060], [1.851, -5.194, 6.052], [0.752, -5.888, 4.847], [2.376, -6.400, 7.231], [2.721, -4.802, 5.540], [1.336, -4.397, 6.575], [-5.410, 1.175, -0.919], [-5.466, -0.407, -0.131], [-3.870, 1.491, -1.724], [-6.203, 1.219, -1.654], [-5.558, 1.936, -0.163], [-3.743, 5.623, -1.235], [-2.096, 6.165, -1.601], [-4.434, 6.545, 0.107], [-4.354, 5.773, -2.109], [-3.715, 4.574, -0.965], [1.654, -8.880, 10.158], [3.321, -8.500, 9.712], [1.048, -7.802, 11.420], [1.029, -8.772, 9.279], [1.618, -9.899, 10.524], [-7.348, 4.449, -2.000], [-5.847, 3.820, -2.709], [-7.399, 4.230, -0.248], [-7.419, 5.508, -2.220], [-8.184, 3.919, -2.440], [-0.840, 9.424, -0.969], [-1.089, 10.448, 0.451], [0.871, 9.056, -1.223], [-1.372, 8.492, -0.824], [-1.216, 9.944, -1.842]], "multiplicity": 1, "homo_lumo_gap_ev": 9.34, "energy_ev": -369953.6376, "e_lumo_ev": 0.14}



3.
{"formula": "C17H33FN3O4", "method": "wB97M-V/def2-TZVPD", "species": ["C", "C", "C", "N", "C", "C", "N", "N", "C", "C", "C", "F", "C", "H", "H", "H", "H", "H", "H", "H", "H", "H", "H", "H", "H", "H", "C", "O", "C", "C", "O", "C", "H", "H", "H", "H", "H", "H", "H", "H", "H", "H", "C", "O", "C", "C", "O", "C", "H", "H", "H", "H", "H", "H", "H", "H", "H", "H"], "positions_angstrom": [[-2.960, -0.948, 1.681], [-2.011, -0.728, 0.457], [-2.517, -1.229, -0.921], [-0.871, -0.154, 0.704], [-0.475, 0.720, -0.323], [0.894, 0.669, -0.888], [1.181, 1.515, -1.893], [0.443, 2.433, -2.458], [-0.805, 2.552, -1.987], [-1.749, 3.600, -2.647], [-2.105, 4.755, -1.636], [-3.476, 4.720, -1.340], [-1.383, 1.735, -0.889], [-2.732, -1.943, 2.141], [-2.760, -0.145, 2.437], [-4.030, -0.937, 1.368], [-1.756, -1.215, -1.734], [-3.394, -0.585, -1.215], [-2.935, -2.258, -0.794], [1.637, -0.060, -0.507], [2.133, 1.419, -2.271], [-2.665, 3.040, -2.977], [-1.255, 3.990, -3.576], [-1.784, 5.742, -2.040], [-1.531, 4.579, -0.688], [-2.432, 1.859, -0.555], [0.791, -5.131, -3.477], [0.340, -3.783, -3.422], [1.146, -2.972, -2.585], [2.101, -2.109, -3.396], [3.080, -2.895, -4.051], [2.800, -3.077, -5.434], [0.269, -5.630, -4.293], [1.866, -5.193, -3.662], [0.548, -5.643, -2.540], [1.695, -3.582, -1.859], [0.467, -2.315, -2.026], [2.636, -1.438, -2.711], [1.552, -1.489, -4.114], [2.997, -2.149, -5.979], [1.767, -3.389, -5.600], [3.464, -3.853, -5.813], [1.196, 2.518, 6.743], [2.006, 1.866, 5.775], [1.754, 0.469, 5.704], [0.889, 0.123, 4.504], [-0.429, 0.644, 4.645], [-0.633, 1.819, 3.879], [1.284, 3.594, 6.590], [0.144, 2.238, 6.648], [1.552, 2.278, 7.750], [1.297, 0.106, 6.630], [2.724, -0.026, 5.591], [0.796, -0.965, 4.439], [1.351, 0.477, 3.576], [-0.709, 1.562, 2.817], [0.171, 2.544, 4.026], [-1.572, 2.274, 4.197]], "multiplicity": 1, "charge": 1, "homo_lumo_gap_ev": 6.40, "energy_ev": -33530.7315, "e_lumo_ev": -4.81}



4.
{"formula": "C17H33HgO11S4", "method": "wB97M-V/def2-TZVPD", "species": ["Hg", "O", "C", "O", "O", "H", "C", "C", "C", "S", "O", "O", "C", "H", "H", "H", "H", "H", "H", "H", "H", "C", "C", "C", "S", "O", "O", "C", "H", "H", "H", "H", "H", "H", "H", "H", "C", "C", "C", "S", "O", "O", "C", "H", "H", "H", "H", "H", "H", "H", "H", "C", "C", "C", "S", "O", "O", "C", "H", "H", "H", "H", "H", "H", "H", "H"], "positions_angstrom": [[0.596, -1.417, -5.774], [1.259, -0.727, -0.828], [1.024, -1.140, -2.086], [1.773, -1.832, -2.784], [0.043, -0.749, -2.665], [0.536, -0.168, -0.533], [7.218, -1.807, 0.884], [7.851, -2.273, 2.208], [7.075, -3.510, 2.773], [5.253, -3.053, 2.307], [4.782, -2.088, 3.335], [4.533, -4.330, 2.069], [5.780, -2.286, 0.711], [7.814, -2.082, 0.014], [7.233, -0.718, 0.925], [7.811, -1.496, 2.971], [8.908, -2.540, 2.233], [7.087, -3.682, 3.850], [7.252, -4.455, 2.259], [4.991, -1.577, 0.458], [5.707, -3.044, -0.068], [0.395, 0.097, 4.907], [-0.215, 1.436, 5.317], [-0.957, 2.089, 4.166], [-1.553, 0.764, 3.032], [-1.080, 0.926, 1.648], [-2.989, 0.598, 3.249], [-0.622, -0.570, 3.922], [0.766, -0.520, 5.725], [1.240, 0.485, 4.339], [0.624, 2.055, 5.634], [-0.796, 1.386, 6.238], [-0.094, 2.455, 3.610], [-1.621, 2.940, 4.312], [-0.352, -1.290, 3.149], [-1.392, -1.103, 4.480], [-1.407, 4.411, -3.282], [-1.839, 5.006, -4.616], [-1.337, 4.040, -5.748], [0.372, 3.639, -5.197], [1.338, 4.537, -5.874], [0.508, 2.208, -5.307], [0.086, 4.106, -3.406], [-2.037, 3.571, -2.989], [-1.709, 5.140, -2.530], [-1.281, 5.932, -4.753], [-2.911, 5.145, -4.755], [-1.285, 4.423, -6.768], [-1.985, 3.166, -5.688], [0.595, 4.988, -3.020], [0.506, 3.338, -2.756], [-4.369, -2.589, -0.631], [-5.432, -2.736, 0.535], [-6.795, -2.351, -0.101], [-6.567, -1.187, -1.534], [-6.957, 0.132, -1.027], [-7.065, -1.804, -2.775], [-4.672, -1.342, -1.442], [-4.390, -3.458, -1.289], [-3.367, -2.612, -0.201], [-5.155, -1.990, 1.280], [-5.342, -3.650, 1.123], [-7.518, -1.896, 0.575], [-7.209, -3.241, -0.576], [-4.441, -0.483, -0.812], [-4.212, -1.217, -2.422]], "de_lowest_kcal_mol": 175.9, "multiplicity": 1, "charge": 1, "homo_lumo_gap_ev": 1.82, "energy_ev": -88186.3321, "e_lumo_ev": -9.96}